## w
C6H13N | ωB97M-V/def2-TZVPD

Cartesian coordinates (Å):
N: -2.269 0.090 0.429
C: 2.473 -0.534 -0.120
C: 1.176 -0.790 -0.082
C: 0.581 -1.898 -0.908
C: 0.222 0.008 0.785
C: -0.937 2.120 0.074
C: -0.988 0.611 0.022
H: -0.977 2.652 1.035
H: 1.344 -2.303 -1.566
H: 0.808 0.748 1.322
H: -2.316 -0.903 0.254
H: 0.087 -2.632 -0.264
H: 2.976 0.238 0.445
H: -0.802 0.396 -1.029
H: -2.623 0.383 1.324
H: -0.192 -1.589 -1.629
H: 0.011 2.497 -0.330
H: -0.098 -0.666 1.571
H: -1.693 2.558 -0.572
H: 3.214 -0.985 -0.761

- molecular weight (g mol⁻¹) = 99.18
- structure (SMILES) = C=C(C)C[C@H](C)N

## x
C6H13N | ωB97M-V/def2-TZVPD

Cartesian coordinates (Å):
N: 0.022 0.794 -0.586
C: -0.424 2.406 1.293
C: 0.520 1.451 0.607
C: -0.580 -2.959 -0.353
C: 0.329 -0.615 -0.759
C: -0.729 -1.468 -0.068
C: 1.113 1.738 -0.725
H: 0.116 3.137 1.905
H: 0.871 2.664 -1.245
H: 2.109 1.343 -0.932
H: 1.145 0.845 1.271
H: -1.010 2.944 0.541
H: -1.712 -1.115 -0.400
H: 0.330 -0.824 -1.837
H: 1.337 -0.876 -0.379
H: -0.682 -1.284 1.015
H: -1.354 -3.537 0.163
H: 0.395 -3.339 -0.023
H: -0.672 -3.165 -1.426
H: -1.122 1.862 1.939

- molecular weight (g mol⁻¹) = 99.18
- structure (SMILES) = CCCN1C[C@H]1C

Which is most stable? The ranking, best first, is w, x.

## w
C6H13N | ωB97M-V/def2-TZVPD

Cartesian coordinates (Å):
N: 2.498 0.834 0.888
C: 1.313 1.707 0.889
C: -1.094 -0.895 -0.748
C: 0.013 0.944 0.671
C: -1.096 -1.899 0.367
C: -1.925 -0.948 -1.779
C: -0.074 0.207 -0.703
H: 2.163 -0.118 0.791
H: 1.393 2.434 0.071
H: -2.630 -1.766 -1.901
H: -0.855 1.600 0.663
H: -0.203 -1.895 0.989
H: -1.043 -2.930 -0.001
H: -0.194 1.014 -1.424
H: -2.250 -0.034 -2.260
H: 0.912 -0.205 -0.937
H: 1.144 2.321 1.776
H: 2.923 0.897 1.805
H: -0.149 0.220 1.473
H: -2.028 -1.799 0.920

- molecular weight (g mol⁻¹) = 99.18
- structure (SMILES) = C=C(C)CCCN

## x
C6H13N | ωB97M-V/def2-TZVPD

Cartesian coordinates (Å):
N: -2.427 0.894 -1.287
C: 2.135 -0.246 -1.105
C: -2.989 -0.093 -1.215
C: 0.425 0.073 0.760
C: -0.307 -1.267 0.759
C: -0.463 1.159 1.364
C: 0.870 0.473 -0.654
H: 1.062 1.548 -0.667
H: 2.956 -0.013 -0.438
H: -1.316 1.352 0.718
H: -1.231 -1.191 0.183
H: 0.316 -2.049 0.318
H: -0.558 -1.565 1.777
H: 1.321 -0.027 1.386
H: -3.520 -1.006 -1.153
H: 1.994 -1.325 -1.110
H: 0.096 2.086 1.484
H: 0.055 0.279 -1.356
H: -0.830 0.855 2.344
H: 2.412 0.064 -2.108

- molecular weight (g mol⁻¹) = 99.18
- structure (SMILES) = CCC(C)C.C#N

## y
C6H13N | ωB97M-V/def2-TZVPD

Cartesian coordinates (Å):
N: 0.063 0.052 0.234
C: 0.274 1.066 2.501
C: -0.412 -1.467 -1.656
C: 0.079 -1.370 -0.180
C: 0.994 0.474 1.249
C: -0.150 0.878 -0.939
C: -0.910 -0.023 -1.905
H: -0.836 1.677 -0.609
H: 0.957 1.540 3.202
H: -1.982 -0.007 -1.691
H: 0.737 1.410 -1.347
H: 1.050 -1.846 -0.066
H: -0.658 -1.887 0.445
H: 1.697 1.293 1.056
H: -0.356 0.251 2.850
H: 0.471 -1.691 -2.242
H: -0.433 1.856 2.179
H: 1.513 -0.411 1.610
H: -1.304 -2.088 -1.730
H: -0.795 0.292 -2.960

- molecular weight (g mol⁻¹) = 99.18
- structure (SMILES) = CCN1CCCC1

## z
C6H13N | ωB97M-V/def2-TZVPD

Cartesian coordinates (Å):
N: -0.186 0.159 0.452
C: 1.711 -0.724 -0.726
C: -1.495 0.552 -0.057
C: 2.139 0.432 0.133
C: 0.325 -1.077 -0.116
C: -2.564 -0.407 0.448
C: 0.858 1.202 0.353
H: 2.529 0.040 1.077
H: -0.374 -1.360 -0.921
H: 1.399 -0.340 -1.710
H: -3.534 -0.258 -0.023
H: 0.891 1.822 1.250
H: 0.633 1.865 -0.495
H: -2.245 -1.444 0.405
H: -2.696 -0.186 1.509
H: 2.435 -1.502 -0.936
H: -1.737 1.515 0.395
H: -1.393 0.678 -1.144
H: 0.404 -2.021 0.447
H: 2.900 1.055 -0.340

- molecular weight (g mol⁻¹) = 99.18
- structure (SMILES) = CCN1CCCC1

Which is most stable? The ranking, best first, is z, x, y, w.

## w
CCl2FNO2 | ωB97M-V/def2-TZVPD

Cartesian coordinates (Å):
Cl: -0.735 -0.955 -1.612
Cl: 1.839 -0.056 -0.779
F: 0.295 -1.447 0.707
O: -1.497 0.495 0.889
O: 0.262 1.710 0.487
N: -0.413 0.681 0.486
C: 0.249 -0.429 -0.179

- molecular weight (g mol⁻¹) = 147.92
- structure (SMILES) = O=[N+]([O-])C(F)(Cl)Cl

## x
CCl2FNO2 | ωB97M-V/def2-TZVPD

Cartesian coordinates (Å):
Cl: 2.129 -1.381 -1.048
Cl: 1.648 0.290 0.786
F: -0.032 1.469 -0.839
O: -0.795 -1.338 -0.065
O: -2.047 0.333 0.578
N: -0.989 -0.152 0.271
C: 0.085 0.779 0.318

- molecular weight (g mol⁻¹) = 147.92

Which is most stable? The ranking, best first, is w, x.

## w
C3H5NO | ωB97M-V/def2-TZVPD

Cartesian coordinates (Å):
O: 0.684 -1.104 -0.417
N: 0.896 1.075 0.151
C: 1.436 -0.007 -0.228
C: -0.534 0.788 0.211
C: -0.649 -0.730 0.018
H: -1.041 1.304 -0.616
H: -1.387 -0.967 -0.750
H: 2.498 -0.159 -0.436
H: -1.017 1.103 1.140
H: -0.888 -1.296 0.928

- molecular weight (g mol⁻¹) = 71.08
- structure (SMILES) = C1=NCCO1

## x
C3H5NO | ωB97M-V/def2-TZVPD

Cartesian coordinates (Å):
O: 1.755 -1.161 0.249
N: -1.528 1.191 1.564
C: -1.596 0.534 0.195
C: 1.727 -0.924 -0.933
C: -0.480 0.683 1.107
H: -2.141 -0.408 0.138
H: 1.011 -0.218 -1.394
H: -1.722 1.201 -0.659
H: 0.552 0.498 1.383
H: 2.421 -1.397 -1.650

- molecular weight (g mol⁻¹) = 71.08
- structure (SMILES) = C1=NC1.C=O

Which is most stable? The ranking, best first, is w, x.

## w
C3H5NO | ωB97M-V/def2-TZVPD

Cartesian coordinates (Å):
O: 0.418 1.870 -0.525
N: -1.809 0.497 -2.729
C: 0.179 0.593 -1.047
C: -0.587 -0.512 0.242
C: -0.881 0.554 -2.042
H: -0.893 0.313 0.947
H: 0.302 -0.933 0.513
H: -1.264 -1.111 -0.368
H: 1.062 1.945 0.225
H: 1.105 0.238 -1.544

- molecular weight (g mol⁻¹) = 71.08
- structure (SMILES) = C[C@H](O)C#N

## x
C3H5NO | ωB97M-V/def2-TZVPD

Cartesian coordinates (Å):
O: -0.412 -1.333 0.975
N: -2.024 1.943 0.506
C: 0.144 -0.102 0.624
C: 0.804 -0.048 -0.864
C: -1.217 1.138 0.584
H: 1.898 0.200 -0.731
H: -1.233 -1.571 0.529
H: 0.878 0.179 1.307
H: 0.338 0.565 -1.509
H: 0.824 -0.970 -1.421

- molecular weight (g mol⁻¹) = 71.08
- structure (SMILES) = C[C@H](O)C#N

Which is most stable? The ranking, best first, is w, x.